[1]
{"formula": "C31H32N2O2PPtS2", "method": "wB97M-V/def2-TZVPD", "largest_force_ev_per_a": 0.9, "gap_ev": [4.17, 4.16], "charge": 3, "elements": ["Pt", "N", "C", "C", "C", "C", "C", "C", "P", "C", "C", "C", "C", "C", "C", "C", "C", "C", "C", "C", "C", "H", "H", "H", "H", "H", "H", "H", "H", "H", "H", "H", "H", "H", "H", "H", "H", "C", "C", "C", "C", "C", "C", "C", "C", "C", "C", "O", "O", "H", "H", "H", "H", "H", "H", "H", "H", "H", "H", "H", "S", "C", "N", "C", "C", "S", "H", "H", "H", "H", "H"], "positions_angstrom": [[0.384, -0.143, 0.398], [-0.433, -1.618, -0.669], [0.434, -2.439, -1.510], [-0.064, -3.587, -2.097], [0.742, -4.281, -2.993], [2.028, -3.838, -3.302], [2.533, -2.695, -2.702], [1.734, -2.013, -1.789], [2.230, -0.600, -0.868], [2.426, -1.000, 0.883], [2.874, 0.034, 1.758], [3.069, -0.235, 3.091], [2.825, -1.524, 3.583], [2.384, -2.546, 2.744], [2.187, -2.297, 1.400], [3.499, 0.410, -1.527], [4.813, 0.285, -1.046], [5.816, 1.017, -1.652], [5.517, 1.867, -2.713], [4.213, 1.989, -3.185], [3.196, 1.263, -2.599], [-1.100, -0.988, -1.291], [-0.974, -2.196, -0.021], [-1.074, -3.924, -1.895], [0.352, -5.171, -3.469], [2.634, -4.389, -4.008], [3.531, -2.343, -2.925], [3.093, 1.019, 1.359], [3.418, 0.543, 3.755], [2.989, -1.729, 4.633], [2.214, -3.537, 3.141], [1.875, -3.094, 0.736], [5.045, -0.382, -0.226], [6.834, 0.924, -1.301], [6.309, 2.438, -3.179], [3.996, 2.650, -4.012], [2.182, 1.348, -2.969], [-4.319, 6.122, -2.442], [-3.634, 4.824, -2.135], [-4.336, 3.743, -1.615], [-3.712, 2.534, -1.340], [-4.510, 1.361, -0.830], [-2.344, 2.433, -1.590], [-1.600, 3.504, -2.106], [-0.130, 3.363, -2.397], [-2.264, 4.683, -2.375], [-1.685, 1.130, -1.339], [-1.848, 0.108, -1.992], [-0.918, 1.211, -0.264], [-5.399, 6.046, -2.343], [-4.080, 6.459, -3.450], [-3.967, 6.905, -1.768], [-5.401, 3.838, -1.438], [-5.394, 1.695, -0.291], [-3.921, 0.719, -0.167], [-4.851, 0.743, -1.662], [0.044, 2.463, -2.995], [0.456, 3.290, -1.477], [0.238, 4.216, -2.962], [-1.715, 5.517, -2.795], [-0.855, -0.294, 2.450], [-1.869, 1.099, 2.504], [-3.132, 1.005, 2.819], [-3.922, 2.246, 2.846], [-2.916, 3.400, 2.874], [-1.325, 2.713, 2.289], [-3.564, 0.110, 3.012], [-4.561, 2.253, 3.726], [-4.551, 2.272, 1.955], [-2.756, 3.787, 3.877], [-3.209, 4.215, 2.219]], "atomic_forces_ev_per_a": [[0.2, 0.4, 0.4], [-0.1, -0.1, -0.9], [0.1, -0.1, -0.2], [-0.1, 0.0, 0.1], [0.2, 0.1, 0.0], [-0.1, 0.0, 0.1], [0.0, -0.2, -0.1], [-0.4, 0.2, 0.1], [0.3, -0.1, 0.3], [0.1, 0.0, -0.2], [0.1, 0.0, 0.1], [0.0, -0.1, 0.1], [0.0, 0.1, -0.1], [0.0, 0.0, 0.0], [0.0, -0.1, 0.2], [0.0, 0.1, 0.0], [-0.1, 0.0, 0.0], [0.0, 0.0, 0.0], [-0.1, 0.0, 0.0], [0.1, 0.0, 0.0], [0.0, -0.1, 0.0], [-0.1, -0.3, -0.1], [0.0, 0.0, -0.1], [0.0, 0.0, 0.0], [0.0, 0.0, 0.0], [0.0, 0.0, 0.0], [0.0, 0.0, 0.0], [0.0, 0.0, 0.0], [0.0, 0.0, 0.0], [0.0, 0.0, 0.0], [0.0, 0.0, 0.0], [0.0, 0.0, 0.0], [0.0, 0.0, 0.0], [0.0, 0.0, 0.0], [0.0, 0.0, 0.0], [0.0, 0.0, 0.0], [0.0, 0.0, 0.0], [0.1, 0.0, 0.0], [0.1, 0.1, -0.1], [0.0, 0.0, 0.1], [-0.2, 0.0, 0.1], [0.1, 0.0, 0.0], [0.0, -0.2, -0.1], [0.1, 0.1, 0.1], [0.0, -0.1, 0.0], [-0.1, 0.0, 0.0], [-0.1, 0.5, -0.1], [0.3, -0.3, 0.3], [0.1, -0.4, -0.1], [0.0, 0.0, 0.0], [0.0, -0.1, 0.0], [0.0, 0.0, 0.0], [0.0, 0.0, 0.0], [0.0, 0.0, 0.0], [0.0, 0.0, 0.0], [0.0, 0.0, 0.0], [0.1, 0.0, 0.0], [0.0, 0.0, 0.0], [0.0, 0.0, 0.0], [0.0, 0.0, 0.0], [0.4, -0.1, 0.0], [-0.3, 0.6, 0.1], [0.0, 0.0, 0.1], [0.0, 0.0, 0.0], [0.0, 0.1, 0.1], [-0.1, -0.2, 0.1], [0.0, 0.0, 0.0], [0.0, 0.0, 0.0], [0.0, 0.0, 0.0], [0.0, 0.0, 0.0], [0.0, 0.0, 0.0]]}


[2]
{"formula": "C31H32N8O4S3SeSr", "method": "wB97M-V/def2-TZVPD", "largest_force_ev_per_a": 0.7, "gap_ev": 3.88, "charge": -2, "elements": ["Sr", "N", "C", "C", "O", "N", "C", "C", "O", "O", "H", "H", "H", "H", "H", "H", "C", "C", "S", "C", "C", "S", "H", "H", "H", "H", "H", "H", "Se", "N", "C", "C", "C", "C", "C", "N", "C", "C", "N", "C", "C", "C", "C", "C", "N", "H", "H", "H", "H", "H", "H", "C", "C", "C", "N", "C", "S", "N", "C", "O", "C", "C", "C", "C", "C", "C", "H", "H", "H", "H", "H", "H", "H", "H", "H", "H", "H", "H", "H", "H"], "positions_angstrom": [[-0.951, -1.424, -1.086], [-1.305, -0.374, -3.581], [-0.844, -1.285, -4.637], [-1.148, -2.762, -4.319], [-1.383, -3.507, -5.298], [-1.104, -3.059, -3.036], [-1.464, -4.419, -2.687], [-1.885, -4.604, -1.214], [-2.066, -5.770, -0.827], [-1.979, -3.562, -0.483], [-2.302, -0.488, -3.416], [-1.169, 0.598, -3.834], [0.243, -1.176, -4.731], [-1.282, -1.076, -5.618], [-0.626, -5.113, -2.847], [-2.272, -4.802, -3.320], [-4.731, -0.852, 1.066], [-3.399, -0.234, 0.676], [-3.318, 0.358, -0.985], [-2.413, -0.196, 1.603], [-2.680, -0.748, 2.991], [-0.736, 0.371, 1.365], [-5.359, -0.953, 0.185], [-5.263, -0.229, 1.796], [-4.600, -1.842, 1.511], [-3.646, -0.417, 3.387], [-1.898, -0.424, 3.677], [-2.691, -1.844, 2.989], [7.292, -3.157, -1.469], [6.312, -1.756, -1.993], [5.082, -1.999, -1.642], [3.972, -1.089, -1.906], [4.144, 0.119, -2.578], [3.046, 0.915, -2.813], [1.803, 0.470, -2.369], [1.629, -0.670, -1.723], [2.688, -1.445, -1.481], [2.451, -2.716, -0.757], [1.204, -2.961, -0.349], [0.935, -4.106, 0.261], [1.914, -5.072, 0.505], [3.207, -4.818, 0.115], [3.496, -3.613, -0.527], [4.842, -3.262, -0.963], [5.886, -4.019, -0.776], [5.136, 0.405, -2.902], [3.129, 1.863, -3.327], [0.908, 1.064, -2.533], [-0.104, -4.262, 0.537], [1.637, -6.000, 0.985], [4.006, -5.528, 0.286], [-3.011, 3.321, 2.370], [-3.102, 3.500, 0.856], [-1.893, 4.216, 0.273], [-0.712, 3.383, 0.392], [0.405, 3.577, -0.269], [0.659, 4.658, -1.535], [1.483, 2.793, 0.145], [1.846, 2.343, 1.400], [2.715, 1.501, 1.511], [1.259, 3.019, 2.603], [1.116, 4.401, 2.644], [0.652, 5.016, 3.798], [0.320, 4.248, 4.905], [0.468, 2.868, 4.863], [0.946, 2.252, 3.717], [-3.907, 2.829, 2.753], [-2.901, 4.285, 2.879], [-2.164, 2.688, 2.646], [-3.986, 4.095, 0.606], [-3.213, 2.528, 0.365], [-1.712, 5.152, 0.822], [-2.031, 4.472, -0.778], [-0.807, 2.497, 0.934], [2.152, 2.572, -0.576], [1.361, 4.995, 1.770], [0.539, 6.093, 3.826], [-0.061, 4.725, 5.800], [0.195, 2.266, 5.720], [1.040, 1.177, 3.650]], "atomic_forces_ev_per_a": [[-0.6, 0.1, 0.3], [0.2, 0.0, 0.0], [0.0, 0.0, 0.0], [0.1, -0.1, 0.0], [0.0, 0.0, 0.0], [-0.1, 0.0, 0.0], [0.1, 0.0, 0.0], [0.0, 0.0, 0.0], [0.1, 0.0, 0.0], [0.2, 0.0, 0.0], [0.0, 0.0, 0.0], [0.0, 0.0, 0.0], [0.0, 0.0, 0.0], [0.0, 0.0, 0.0], [0.0, 0.0, 0.0], [0.0, 0.0, 0.0], [0.0, 0.0, 0.0], [0.0, 0.0, 0.0], [0.0, 0.1, -0.1], [0.1, 0.0, 0.0], [0.0, 0.0, 0.0], [0.0, -0.1, -0.1], [0.0, 0.0, 0.0], [0.0, 0.0, 0.0], [0.0, 0.0, 0.0], [0.0, 0.0, 0.0], [0.0, 0.0, 0.0], [0.0, 0.0, 0.0], [0.0, 0.0, 0.0], [0.0, 0.0, 0.0], [0.0, 0.0, 0.0], [0.0, 0.0, 0.0], [0.0, 0.0, 0.0], [0.0, 0.0, 0.0], [0.0, 0.1, 0.0], [0.0, 0.0, 0.0], [0.0, 0.0, 0.0], [0.0, 0.0, 0.0], [0.0, -0.1, -0.1], [0.0, 0.0, 0.0], [0.0, 0.0, 0.0], [0.0, 0.0, 0.0], [0.0, 0.0, 0.0], [0.0, 0.0, 0.0], [0.0, 0.0, 0.0], [0.0, 0.0, 0.0], [0.0, 0.0, 0.0], [0.0, 0.0, 0.0], [0.0, 0.0, 0.0], [0.0, 0.0, 0.0], [0.0, 0.0, 0.0], [0.0, 0.0, 0.0], [0.0, 0.0, 0.1], [0.0, 0.0, 0.0], [0.1, 0.1, 0.0], [0.0, 0.1, 0.1], [0.0, 0.0, 0.0], [0.0, -0.1, 0.0], [-0.1, -0.1, 0.1], [0.0, 0.1, 0.0], [0.0, 0.0, 0.0], [0.0, 0.0, 0.0], [0.0, 0.0, 0.0], [0.0, 0.0, 0.0], [0.0, 0.0, 0.0], [0.0, 0.0, 0.0], [0.0, 0.0, 0.0], [0.0, 0.0, 0.0], [0.0, 0.0, 0.0], [0.0, 0.0, 0.0], [0.0, 0.1, 0.0], [0.0, 0.0, -0.1], [-0.1, 0.0, 0.0], [0.1, -0.2, -0.1], [0.0, 0.0, 0.0], [0.0, 0.0, 0.0], [0.0, 0.0, 0.0], [0.0, 0.0, 0.0], [0.0, 0.0, 0.0], [0.0, 0.0, 0.0]]}


[3]
{"formula": "C31H32O5PRhS", "method": "wB97M-V/def2-TZVPD", "largest_force_ev_per_a": 5.3, "gap_ev": [5.76, 5.76], "elements": ["Rh", "O", "S", "O", "O", "C", "C", "C", "C", "C", "C", "P", "C", "C", "C", "C", "C", "C", "C", "C", "C", "C", "C", "C", "H", "H", "H", "H", "H", "H", "H", "H", "H", "H", "H", "H", "H", "H", "C", "O", "C", "C", "H", "H", "H", "H", "H", "H", "C", "C", "C", "C", "C", "C", "C", "O", "C", "C", "C", "H", "H", "H", "H", "H", "H", "H", "H", "H", "H", "H", "H"], "positions_angstrom": [[0.050, 0.165, 0.065], [0.668, -1.530, -1.374], [-0.199, -2.511, -0.671], [-0.910, -3.402, -1.541], [-1.061, -1.776, 0.290], [0.860, -3.464, 0.412], [0.781, -4.839, 0.462], [1.519, -5.544, 1.404], [2.320, -4.850, 2.306], [2.388, -3.472, 2.266], [1.660, -2.755, 1.307], [1.691, -0.936, 1.301], [3.429, -0.526, 0.975], [4.358, -1.444, 0.495], [5.629, -1.023, 0.148], [5.981, 0.312, 0.254], [5.057, 1.234, 0.721], [3.791, 0.818, 1.082], [1.414, -0.592, 3.069], [0.085, -0.731, 3.477], [-0.280, -0.452, 4.778], [0.680, -0.021, 5.687], [2.001, 0.102, 5.291], [2.375, -0.189, 3.990], [0.130, -5.340, -0.236], [1.461, -6.621, 1.446], [2.884, -5.395, 3.050], [2.992, -2.938, 2.987], [4.090, -2.485, 0.388], [6.347, -1.737, -0.227], [6.969, 0.638, -0.034], [5.320, 2.279, 0.795], [3.045, 1.530, 1.413], [-0.654, -1.050, 2.745], [-1.309, -0.553, 5.090], [0.392, 0.222, 6.699], [2.740, 0.435, 6.004], [3.406, -0.090, 3.686], [0.468, 2.877, 2.425], [0.435, 2.954, 1.010], [1.007, 1.952, 0.296], [1.400, 2.383, -1.093], [-0.391, 3.423, 2.812], [1.385, 3.350, 2.799], [0.430, 1.841, 2.767], [2.067, 3.245, -1.031], [0.522, 2.699, -1.668], [1.905, 1.565, -1.613], [-6.157, 2.672, -5.341], [-5.109, 2.052, -4.465], [-4.365, 2.809, -3.564], [-3.409, 2.255, -2.742], [-2.633, 3.157, -1.834], [-3.158, 0.844, -2.781], [-2.249, 0.237, -1.891], [-1.624, 0.812, -0.925], [-3.900, 0.068, -3.729], [-3.743, -1.416, -3.918], [-4.842, 0.685, -4.528], [-6.221, 3.745, -5.174], [-7.138, 2.237, -5.140], [-5.931, 2.498, -6.394], [-4.538, 3.876, -3.504], [-3.062, 4.157, -1.831], [-1.598, 3.230, -2.171], [-2.616, 2.775, -0.815], [-2.077, -0.838, -2.008], [-2.987, -1.864, -3.281], [-3.481, -1.623, -4.956], [-4.692, -1.917, -3.723], [-5.402, 0.077, -5.229]], "atomic_forces_ev_per_a": [[3.2, 0.7, 4.1], [-0.3, -1.8, -0.4], [0.3, 0.5, -0.5], [-0.2, -0.5, -0.1], [-0.1, -0.6, -0.5], [-0.1, 0.6, 0.0], [0.0, -0.3, -0.1], [0.1, 0.3, 0.0], [-0.1, -0.3, -0.1], [-0.2, 0.4, -0.3], [0.1, -0.4, 0.2], [-0.8, 1.0, -0.2], [0.0, 0.1, -0.1], [-0.2, 0.0, 0.2], [0.2, 0.1, -0.1], [0.0, -0.1, 0.0], [0.0, 0.1, 0.1], [0.0, -0.2, -0.1], [0.1, -0.1, 0.1], [0.0, -0.1, -0.2], [0.1, 0.1, 0.2], [-0.1, 0.0, -0.1], [0.0, 0.1, 0.3], [-0.1, -0.1, -0.4], [-0.1, -0.1, -0.1], [0.0, -0.1, 0.0], [0.0, 0.0, 0.0], [0.1, 0.0, 0.0], [0.0, 0.0, 0.0], [0.1, -0.1, 0.0], [0.1, 0.0, 0.0], [0.0, 0.1, 0.0], [0.1, 0.1, 0.1], [0.0, 0.1, 0.1], [-0.1, 0.0, 0.0], [0.0, 0.0, 0.1], [0.1, 0.0, 0.0], [0.2, 0.0, 0.0], [-0.2, -0.3, 0.6], [1.8, 0.0, -1.1], [-4.0, -1.0, -1.5], [0.9, 0.6, 0.6], [0.0, 0.0, -0.1], [-0.1, -0.1, -0.2], [0.0, 0.0, -0.1], [0.2, 0.2, -0.2], [-0.1, -0.1, 0.3], [-0.2, 0.2, 0.1], [0.0, 0.0, 0.1], [0.3, -0.4, 0.2], [-0.3, 0.2, -0.3], [0.4, -0.7, 0.3], [-0.2, 0.2, 0.2], [-1.6, 1.3, -1.2], [2.4, 0.0, 3.2], [-2.1, -0.2, -3.3], [0.5, 0.1, 0.6], [0.1, -0.1, 0.1], [-0.2, 0.4, -0.2], [0.0, 0.0, 0.0], [0.0, 0.0, 0.0], [0.0, 0.0, 0.0], [0.0, 0.1, 0.0], [0.0, 0.1, -0.1], [0.0, 0.0, 0.1], [0.1, 0.1, -0.1], [0.1, 0.1, 0.0], [0.0, -0.1, -0.1], [0.0, 0.0, 0.0], [0.0, 0.0, 0.0], [0.0, -0.1, 0.0]]}